[1]
Density functional theory data (ωB97M-V/def2-TZVPD) for C4H12NP as an isolated structure in a non-equilibrium geometry.

XYZ file:
```
18
Properties=species:S:1:pos:R:3:mulliken_charge:R:1
C 0.90 -0.65 0.95 -0.26
C 1.97 0.29 1.33 -1.09
C -1.48 -1.57 -0.43 -1.12
C -1.19 1.36 0.29 -1.11
N 0.02 0.56 -2.35 -0.83
P -0.25 -0.18 -0.20 0.77
H 1.09 -1.76 0.94 0.25
H 2.91 -0.20 1.80 0.30
H 1.52 1.01 1.96 0.29
H 2.48 0.79 0.43 0.25
H -1.81 -1.67 0.63 0.35
H -2.27 -1.04 -0.94 0.31
H -1.16 -2.63 -0.65 0.36
H -0.37 1.78 0.79 0.35
H -1.59 1.72 -0.58 0.42
H -2.07 1.08 1.00 0.29
H 0.56 -0.24 -2.67 0.24
H 0.75 1.36 -2.28 0.22
```

Orbital gap: 0.2911 Ha
HOMO: -0.267 Ha
ΔE to the lowest compared entry with this formula, charge and spin: 85.1 kcal/mol

***

[2]
Density functional theory data (ωB97M-V/def2-TZVPD) for a 2-piece molecular cluster, C4H12NS overall in a non-equilibrium geometry.

XYZ file:
```
18
Properties=species:S:1:pos:R:3:mulliken_charge:R:1
C 1.40 0.13 -1.63 -0.81
C 0.96 0.88 1.48 -1.03
C 0.40 -0.24 0.75 -0.30
C -1.02 -0.27 0.39 0.08
N -1.52 -1.46 -0.31 -0.54
S -1.65 1.29 -0.43 -0.15
H 0.71 -0.38 -0.83 0.22
H 1.54 -0.63 -2.40 0.34
H 2.31 0.49 -1.15 0.32
H 0.51 1.89 0.98 0.35
H 0.72 0.81 2.61 0.36
H 2.06 0.82 1.44 0.38
H 0.80 -1.29 0.68 0.42
H -1.49 -0.12 1.42 0.38
H -2.49 -1.50 -0.25 0.27
H 0.78 0.91 -2.12 0.31
H -1.16 -2.28 0.11 0.22
H -2.85 0.95 -0.72 0.17
```

Orbital gap: 0.2762 Ha
HOMO: -0.506 Ha
Net charge: +1
ΔE to the lowest compared entry with this formula, charge and spin: 89.2 kcal/mol

***

[3]
Density functional theory data (ωB97M-V/def2-TZVPD) for an isolated ion of composition C4H12NS2 and charge +1 in a non-equilibrium geometry.

XYZ file:
```
19
Properties=species:S:1:pos:R:3:mulliken_charge:R:1
N -0.72 0.23 2.10 -0.22
C 0.59 0.11 1.38 0.24
C 1.73 0.89 1.98 -1.35
C 0.35 0.44 -0.11 -1.08
S -0.95 -0.60 -0.81 -0.11
S -0.06 -1.49 -2.41 -0.01
C -1.33 -1.17 -3.71 -0.75
H -0.81 -0.15 3.04 0.37
H -1.46 -0.20 1.51 0.29
H -1.03 1.21 2.02 0.41
H 0.80 -0.96 1.29 0.25
H 1.98 0.60 3.00 0.39
H 2.59 0.66 1.36 0.39
H 1.52 1.95 1.97 0.36
H 1.29 0.33 -0.63 0.53
H 0.07 1.50 -0.16 0.42
H -2.11 -0.56 -3.27 0.29
H -0.81 -0.65 -4.50 0.29
H -1.67 -2.15 -4.05 0.30
```

SMILES string: CSSC[C@@H](C)[NH3+]
Orbital gap: 0.3058 Ha
HOMO: -0.437 Ha
Net charge: +1
ΔE to the lowest compared entry with this formula, charge and spin: 9.1 kcal/mol

***

[4]
Density functional theory data (ωB97M-V/def2-TZVPD) for a 2-piece molecular cluster, C4H12O overall in a non-equilibrium geometry.

XYZ file:
```
17
Properties=species:S:1:pos:R:3:mulliken_charge:R:1
C 3.42 -0.79 0.60 -0.47
O 2.02 -0.80 0.19 -0.46
H 1.71 -1.69 -0.02 0.30
H 3.81 -1.80 0.50 0.25
H 3.93 -0.04 -0.01 0.19
H 3.44 -0.41 1.65 0.19
C -1.27 0.05 -0.35 0.31
C -1.62 1.02 -1.43 -1.16
C -2.02 0.19 0.94 -1.26
H -1.28 -1.05 -0.70 0.31
H -0.17 0.38 -0.11 -0.01
H -2.38 0.60 -2.13 0.27
H -3.21 0.23 0.87 0.25
H -1.76 -0.44 1.72 0.38
H -0.76 1.43 -2.00 0.31
H -2.11 1.88 -0.96 0.31
H -1.77 1.25 1.22 0.29
```

SMILES string: CCC.CO
Orbital gap: 0.4156 Ha
HOMO: -0.381 Ha
ΔE to the lowest compared entry with this formula, charge and spin: 31.7 kcal/mol